#1
Here is a molecular structure, CH10N6 from the Open Molecules 2025 dataset. Energies are from ωB97M-V with the def2-TZVPD basis set.

Structure (XYZ):
```
17
Properties=species:S:1:pos:R:3:lowdin_charge:R:1
C 0.9599 -0.9142 1.8060 -0.190
N 0.5746 1.2960 -1.2931 -0.110
N -1.3087 1.1873 -1.1193 0.037
N 1.0919 0.3338 -0.5675 -0.060
N -1.5920 0.1159 -0.4463 -0.229
N 0.3363 0.2406 1.1984 -0.135
N -1.5789 -1.1636 -1.0816 0.017
H 0.7958 2.2433 -0.9620 0.064
H -1.4776 1.0450 -2.1199 0.078
H 2.0151 0.5934 -0.2087 0.079
H -0.9777 0.1224 0.5223 0.066
H 0.6278 1.1089 1.6425 0.072
H -0.6246 -1.3517 -1.3884 0.052
H -2.1974 -1.1414 -1.8879 0.059
H 0.5974 -1.8126 1.3042 0.066
H 2.0583 -0.9126 1.7337 0.063
H 0.6998 -0.9905 2.8679 0.072
```

The LUMO energy (spin up / spin down) is 0.895 / 0.895 eV. Its HOMO energy (spin up / spin down) is -7.9 / -7.9 eV. As for the spin multiplicity: 1. The calculation puts the gap between HOMO and LUMO (spin up / spin down) at 8.8 / 8.8 eV.

=====

#2
Here is CH10N6 in the gas phase from the Open Molecules 2025 dataset. Energies are from ωB97M-V with the def2-TZVPD basis set.

Structure (XYZ):
```
17
Properties=species:S:1:pos:R:3:lowdin_charge:R:1
N -2.0869 0.2940 -0.0267 -0.009
N -0.8404 0.5280 0.6075 -0.130
C 0.4480 0.2281 -0.2255 -0.688
N 0.4457 0.6419 -1.5899 0.100
N 1.4760 0.9514 0.4681 0.086
N 0.6356 -1.2042 -0.1609 -0.090
N 0.2891 -1.7337 1.1226 -0.047
H -2.2314 -0.7117 -0.0655 0.067
H -2.1080 0.6565 -0.9835 0.058
H -0.8201 1.4908 0.9297 0.104
H -0.3350 0.2781 -2.1193 0.064
H 0.4983 1.6478 -1.6664 0.084
H 1.5472 0.6002 1.4189 0.072
H 2.3600 0.7934 -0.0014 0.084
H 0.0631 -1.6695 -0.8618 0.091
H 1.1460 -1.7843 1.6687 0.051
H -0.4872 -1.0068 1.4853 0.102
```

Its SMILES is NNC(N)(N)NN. The LUMO energy is 0.873 eV. Its HOMO energy is -8.9 eV. As for the spin multiplicity: 1. The calculation puts the gap between HOMO and LUMO at 9.8 eV.

=====

Most favorable structure: #2. The second most favorable one is 113.5 kcal/mol above it.

=====

#1
Here is 2 unconnected molecules or ions with the total composition C6H16O from the Open Molecules 2025 dataset. Energies are from ωB97M-V with the def2-TZVPD basis set.

Structure (XYZ):
```
23
Properties=species:S:1:pos:R:3:lowdin_charge:R:1
C 1.1552 -0.8179 0.2088 -0.390
C 2.6850 -0.8844 0.4986 0.029
C 0.7946 -1.3091 -1.1959 0.021
O 0.6774 -1.6229 1.2300 0.196
H 0.6874 0.1972 0.3797 0.156
H 3.3660 -0.4117 -0.1895 0.099
H 0.3059 -2.3145 -1.1181 0.120
H 0.1105 -0.5991 -1.6566 0.085
H 1.7015 -1.2215 -1.8225 0.117
H 0.0604 -2.3353 0.9555 0.174
H 2.9324 -1.9435 0.3838 0.107
H 2.8246 -0.5049 1.5520 0.126
C -1.9273 1.2141 -0.2821 -0.305
C -2.1155 0.3480 0.9966 -0.093
C -0.6514 2.0385 -0.5495 -0.094
H -2.7593 2.0043 -0.4046 0.134
H -2.1734 0.6397 -1.1681 0.082
H -2.4201 -0.6642 0.7567 0.072
H -1.2583 0.7125 1.6176 0.091
H -0.4364 2.3003 -1.5761 0.084
H 0.2419 1.5381 -0.1635 0.035
H -2.9905 0.6783 1.5036 0.057
H -0.8104 2.9579 0.0439 0.098
```

As for the net charge: +1. The LUMO energy (spin up / spin down) is -3.193 / -9.590 eV. Its HOMO energy (spin up / spin down) is -14.6 / -14.5 eV. As for the spin multiplicity: 2. The calculation puts the gap between HOMO and LUMO (spin up / spin down) at 11.4 / 4.9 eV.

=====

#2
Here is 2 unconnected molecules or ions with the total composition C6H16O from the Open Molecules 2025 dataset. Energies are from ωB97M-V with the def2-TZVPD basis set.

Structure (XYZ):
```
23
Properties=species:S:1:pos:R:3:lowdin_charge:R:1
C -1.2498 2.2477 -1.9173 -0.145
C -0.9538 2.3969 -0.4642 -0.026
O -0.1230 1.6510 -2.5956 0.278
H -2.1642 1.7766 -2.2646 0.186
H -1.2238 3.2411 -2.3677 0.155
H -1.2119 1.5031 0.1504 0.097
H 0.1335 0.8219 -2.1561 0.148
H -1.5865 3.1329 0.0414 0.122
H 0.0870 2.6546 -0.2843 0.105
C 0.4122 -1.2835 1.1491 -0.456
C 1.7315 -0.8363 1.8591 -0.072
C 0.4161 -1.9398 -0.2399 -0.067
C -0.2378 -2.2518 2.1524 -0.093
H -0.1530 -0.3254 1.0480 0.099
H 1.6217 -0.9058 2.9409 0.074
H 1.4155 -2.4003 -0.3019 0.091
H -0.3457 -2.7065 -0.3232 0.074
H 0.3780 -1.2572 -1.0859 0.038
H -1.0498 -2.7651 1.6325 0.069
H 0.3350 -3.1303 2.4804 0.096
H 2.0054 0.1861 1.5928 0.064
H 2.5643 -1.4874 1.5849 0.080
H -0.5033 -1.6999 3.0507 0.082
```

As for the net charge: +1. The LUMO energy (spin up / spin down) is -3.674 / -10.686 eV. Its HOMO energy (spin up / spin down) is -13.7 / -13.6 eV. As for the spin multiplicity: 2. The calculation puts the gap between HOMO and LUMO (spin up / spin down) at 10.1 / 2.9 eV.

=====

Most favorable structure: #1. The second most favorable one is 3.8 kcal/mol above it.